The following is a quantum chemistry calculation of C34H47BaN9P2 as an isolated structure at a distorted geometry, from OMol25.

```
93
Properties=species:S:1:pos:R:3:forces:R:3
Ba 0.344959 0.638700 -0.262649 -1.3 0.6 2.8
C 3.679052 -0.421414 -4.844337 -0.1 0.1 0.1
N 3.347232 0.338852 -3.645368 0.3 -0.2 -0.1
C 4.184488 1.244944 -3.046873 -0.2 0.0 0.1
C 3.521457 1.720288 -1.942694 0.2 -0.3 -0.7
N 2.315952 1.110277 -1.882844 -0.1 -0.1 -0.2
C 2.213242 0.264027 -2.892107 -0.4 0.0 -0.2
P 0.790860 -0.875200 -3.370074 -0.1 0.2 0.7
C -0.730018 0.227142 -3.277588 0.7 0.4 -0.3
N -0.979230 1.223572 -2.440931 0.2 -0.1 -0.1
C -1.990262 1.970442 -2.931880 -0.1 -0.4 -0.6
C -2.374217 1.429947 -4.135634 0.1 0.1 0.1
N -1.561734 0.352629 -4.357117 -0.3 -0.3 -0.1
C -1.653973 -0.523271 -5.519482 0.1 0.1 0.1
C 0.746630 -2.047031 -1.903353 0.9 0.2 0.1
N 1.198997 -1.795036 -0.678428 0.1 -0.1 -0.5
C 1.316376 -2.966099 -0.016892 -0.1 -0.3 -0.4
C 0.970156 -3.984597 -0.866785 0.0 0.0 0.1
N 0.640390 -3.398153 -2.054405 -0.4 -0.2 -0.4
C 0.188190 -4.115878 -3.237534 0.0 0.1 0.1
H 4.675021 -0.126387 -5.161017 0.0 0.0 0.0
H 2.969452 -0.202326 -5.639663 0.0 0.0 0.0
H 3.674618 -1.489112 -4.633718 0.0 0.0 0.0
H 5.153332 1.471565 -3.456309 0.0 0.0 0.0
H 3.825631 2.459672 -1.222530 0.0 0.0 0.0
H -2.372224 2.833533 -2.412685 0.0 0.0 0.0
H -3.132536 1.717011 -4.843290 0.0 0.0 0.0
H -2.531393 -0.231548 -6.089137 0.0 0.0 0.0
H -1.764016 -1.559126 -5.205383 0.0 0.0 0.0
H -0.767407 -0.426208 -6.143336 0.0 0.0 0.0
H 1.650650 -3.014250 1.005232 0.0 0.0 0.0
H 0.933918 -5.052459 -0.737190 0.0 0.0 0.0
H 0.252816 -5.181300 -3.035899 0.0 0.0 0.0
H 0.817741 -3.873544 -4.091977 0.0 0.0 0.0
H -0.846461 -3.861752 -3.465247 0.0 0.0 0.0
N -2.399240 -1.775941 -1.030196 0.0 0.1 0.0
C -3.593305 -1.421320 -0.242383 0.0 0.0 -0.1
C -3.626849 0.066235 0.064859 -0.1 0.0 0.0
N -2.504346 0.494916 0.876762 0.2 -0.1 -0.3
C -2.610295 0.130385 2.286756 -0.1 0.1 0.1
C -1.679968 -0.999490 2.681140 -0.1 0.1 0.1
N -0.301108 -0.587632 2.436233 0.2 -0.5 -0.1
H -2.361164 -2.778804 -1.172339 0.0 0.0 0.0
H -2.474219 -1.343672 -1.946272 0.0 0.0 0.0
H -4.524976 -1.691703 -0.755397 0.0 0.0 0.0
H -3.569440 -1.987144 0.690272 0.0 0.0 0.0
H -3.610678 0.616794 -0.883292 0.0 0.0 0.0
H -4.589071 0.297610 0.546832 0.0 0.0 -0.1
H -2.418142 1.502159 0.823981 -0.1 0.2 0.1
H -2.350004 1.014414 2.878248 0.0 -0.1 0.0
H -3.644390 -0.135682 2.544559 0.0 0.0 0.0
H -1.881662 -1.243512 3.733405 0.1 0.0 0.0
H -1.872571 -1.899783 2.090033 0.0 0.0 0.0
H -0.084288 0.292881 2.902257 -0.1 0.1 -0.1
H 0.326731 -1.308548 2.772189 0.1 0.2 0.1
C 4.600285 -0.834610 1.223490 0.1 -0.1 0.0
P 3.120349 0.109630 1.773009 0.0 0.0 -0.3
C 3.878863 1.748954 2.041209 0.0 0.1 0.1
C 3.000050 -0.488092 3.497669 0.0 0.0 0.2
H 5.449974 -0.704468 1.898916 0.0 0.0 0.0
H 4.895167 -0.498736 0.227069 0.0 0.0 0.0
H 4.369514 -1.899675 1.155899 0.0 0.0 0.0
H 4.677218 1.711826 2.786939 0.0 0.0 0.0
H 3.103426 2.449376 2.356781 0.0 0.0 0.0
H 4.297522 2.120631 1.104958 0.0 0.0 0.0
H 3.958637 -0.410104 4.016366 0.0 0.0 0.0
H 2.673892 -1.529787 3.524255 0.0 0.0 0.0
H 2.262769 0.107256 4.038860 0.0 0.0 0.0
C 0.148129 2.520178 1.538201 0.5 0.3 0.1
C -0.676471 3.037480 2.303076 -0.2 -0.4 0.0
C -1.725400 3.462689 3.155291 0.0 0.1 0.0
C -3.034422 3.547147 2.581900 -0.2 0.2 -0.1
C -4.248988 3.439247 3.315683 0.2 0.0 0.1
C -5.485013 3.459615 2.705194 -0.2 0.0 -0.1
C -5.627263 3.594376 1.322213 0.1 0.0 0.1
C -4.457999 3.708850 0.576147 0.0 0.0 0.0
C -3.212698 3.685495 1.176233 0.2 0.0 0.0
C -1.423838 3.709767 4.550890 0.0 0.0 0.1
C -2.179501 4.575919 5.369186 -0.1 0.0 0.0
C -1.843603 4.822402 6.687542 0.0 0.0 0.1
C -0.730040 4.226702 7.272258 0.0 0.0 -0.1
C 0.041721 3.382075 6.481950 0.0 0.0 0.1
C -0.292124 3.131838 5.163544 0.0 -0.1 -0.1
H -4.203307 3.292013 4.387097 0.0 0.0 0.0
H -6.369885 3.353701 3.324864 0.0 0.0 0.0
H -6.602412 3.621881 0.854583 0.0 0.0 0.0
H -4.518731 3.832197 -0.502552 0.0 0.0 0.0
H -2.316599 3.813557 0.574362 0.0 0.0 0.0
H -3.032748 5.088436 4.943553 0.0 0.0 0.0
H -2.454531 5.508502 7.264386 0.0 0.0 0.0
H -0.468159 4.421789 8.304090 0.0 0.0 0.0
H 0.921252 2.905388 6.902741 0.0 0.0 0.0
H 0.327148 2.472037 4.565366 0.0 0.0 0.0
```
Positions in Å, forces in eV/Å.

Its spin multiplicity is 1. The value obtained for the energy above the lowest of the compared OMol25 structures with the same formula, charge and spin is 1.081 eV. Its HOMO energy is -3.5 eV. As for the largest force on an atom: 0.0619 Eh/bohr. The calculation puts the calculated total energy at -2524.7042 a.u. The HOMO-LUMO gap is 0.106 Ha.

The following is a quantum chemistry calculation of C34H47Br51FIN2O5S as an isolated structure at a distorted geometry, from OMol25.

```
142
Properties=species:S:1:pos:R:3:forces:R:3
C 0.510101 -0.234968 8.057038 -0.3 0.1 0.1
C -0.865715 0.194751 7.550690 0.6 -0.1 -0.6
C -0.829896 0.417720 6.039366 0.0 0.2 0.4
C -2.098636 1.028737 5.466605 0.3 0.1 -1.0
C -1.869999 1.502875 4.007262 -0.1 -0.1 0.5
C -2.314337 0.437617 3.007603 0.0 0.3 0.1
C -1.920403 0.669427 1.559156 0.4 -0.4 -0.1
C -0.401871 0.749971 1.199177 -0.9 0.7 -0.4
C 0.446768 -0.250584 1.988997 0.3 -0.3 -0.1
C 0.384557 -1.730154 1.586617 -0.1 0.0 0.4
C -0.882185 -2.516571 1.905313 0.2 -0.2 -0.3
I -0.907944 -3.230947 3.928913 -0.2 0.1 0.0
C -0.383057 0.519945 -0.329968 0.3 -0.4 0.3
C 0.834482 1.028950 -1.087304 -0.1 0.2 -0.5
C 2.180395 0.456483 -0.683179 0.5 -0.4 0.2
O 2.362396 -0.732276 -0.631569 -0.4 0.5 0.1
N 3.272801 1.377363 -0.450617 -0.4 -0.9 -0.1
C 4.356850 0.830842 0.214950 1.1 0.5 -0.6
O 5.499780 0.985949 -0.093934 -0.5 -0.1 0.2
F 4.015048 0.194692 1.314100 -0.3 -0.2 0.4
O 0.867247 2.465138 -1.152790 0.4 -0.1 0.8
S 0.067747 3.274907 -0.024494 -1.0 0.6 -0.1
O -1.289324 3.405647 -0.475815 -0.1 -0.3 -0.1
O 0.786987 4.483499 0.208432 0.3 -0.2 -0.1
C -0.000987 2.261047 1.467768 0.9 -0.6 0.2
C 1.239568 2.524419 2.332351 0.0 1.1 0.1
N 1.209221 3.892400 2.911711 -0.1 -0.6 0.1
H 0.906988 -1.066505 7.477540 0.0 -0.2 0.0
H 0.445283 -0.514610 9.106998 0.2 -0.1 0.1
H 1.213617 0.592543 7.975365 0.1 0.0 0.0
H -1.105080 1.151366 8.014351 -0.4 -0.1 0.2
H -1.605347 -0.565586 7.794951 -0.2 0.1 0.2
H 0.006911 1.097250 5.851104 0.1 0.1 -0.2
H -0.600583 -0.523551 5.538391 0.1 -0.1 -0.1
H -2.417811 1.874331 6.071637 -0.2 -0.1 0.2
H -2.880204 0.270722 5.412486 -0.3 0.1 0.4
H -0.808807 1.729712 3.922946 0.1 0.1 -0.2
H -2.409228 2.434567 3.826143 -0.1 0.1 -0.1
H -2.015449 -0.534374 3.396665 0.2 -0.1 -0.2
H -3.403253 0.440562 3.009086 -0.1 -0.2 0.2
H -2.351640 -0.106461 0.922829 -0.2 -0.1 0.1
H -2.385046 1.596933 1.221424 0.0 0.1 -0.1
H 0.226493 -0.200374 3.055913 -0.2 0.2 0.1
H 1.497906 0.018008 1.922833 0.2 0.1 -0.1
H 1.195687 -2.214541 2.129039 0.1 -0.1 -0.1
H 0.628566 -1.883710 0.541886 0.0 0.1 -0.3
H -1.810001 -2.002034 1.689783 -0.1 0.1 0.3
H -0.886296 -3.429193 1.319195 0.0 -0.1 0.0
H -0.529117 -0.523208 -0.601076 0.1 -0.1 0.2
H -1.256194 1.044669 -0.707663 0.1 0.1 -0.4
H 0.744543 0.700498 -2.124812 -0.1 0.1 -0.2
H 3.618897 1.766938 -1.327513 -0.4 0.5 0.1
H -0.832598 2.751592 1.963737 -0.2 0.1 0.0
H 1.295994 1.820724 3.155141 0.0 -0.3 -0.1
H 2.144604 2.460117 1.731673 0.1 -0.3 0.0
H 1.053386 3.844492 3.913334 0.0 -0.1 -0.1
H 0.403130 4.378058 2.537468 0.3 0.3 0.0
C -6.143219 3.040661 3.855968 -0.1 0.0 -0.1
Br -7.372756 1.750889 4.577207 0.0 0.0 0.0
Br -4.942275 3.707602 5.200304 0.1 0.0 0.0
Br -5.223932 2.341131 2.312798 0.0 0.2 0.1
H -6.725698 3.884447 3.516495 0.0 0.0 0.0
C -5.951518 0.782297 -1.876541 0.0 0.0 -0.2
Br -4.162878 1.490046 -1.782128 0.0 0.0 0.1
Br -5.983140 -1.101296 -1.509071 0.1 -0.1 0.2
Br -7.184933 1.775608 -0.786787 0.0 -0.1 -0.1
H -6.297047 0.894602 -2.895024 0.1 0.0 0.0
C 2.938397 2.543090 -5.036510 -0.1 0.1 -0.1
Br 1.389124 3.276990 -4.174763 0.0 0.0 -0.1
Br 4.205953 1.855777 -3.753166 0.2 0.0 -0.1
Br 2.483329 1.203712 -6.333824 0.0 0.2 0.0
H 3.430664 3.349566 -5.560733 0.0 0.0 0.0
C 2.725687 -7.595816 -2.511898 0.0 0.0 0.0
Br 1.795875 -9.146236 -1.850467 0.0 0.0 0.0
Br 1.539761 -6.410893 -3.455818 0.1 -0.1 0.1
Br 3.667059 -6.684624 -1.107880 0.0 0.0 0.0
H 3.462191 -7.942964 -3.221609 0.0 0.0 0.0
C 8.555809 1.735892 -0.990120 -0.1 0.1 0.1
Br 8.193409 1.034721 -2.745114 0.0 0.0 -0.1
Br 9.668159 0.545006 0.030639 0.0 0.0 0.0
Br 9.293192 3.510472 -1.066097 0.0 -0.1 0.0
H 7.605150 1.803814 -0.478612 0.0 0.0 0.0
C 11.345482 7.211021 0.543455 0.0 0.0 0.0
Br 10.550218 8.176024 2.003876 0.0 0.0 0.0
Br 12.154019 5.569531 1.131645 0.0 0.0 0.0
Br 10.077115 6.903041 -0.870240 0.0 0.1 0.0
H 12.131671 7.830848 0.138728 0.0 0.0 0.0
C 6.198491 -0.737807 -8.101781 0.0 0.0 0.0
Br 7.212020 -2.333590 -7.757119 0.0 0.0 0.0
Br 4.472887 -1.144787 -8.853692 0.0 0.0 0.0
Br 6.042200 0.354357 -6.527708 0.1 -0.1 0.0
H 6.740910 -0.165581 -8.839781 0.0 0.0 0.0
C -0.849287 7.252927 2.974260 -0.2 0.0 0.0
Br 0.597099 6.858392 4.187016 -0.7 -1.0 0.7
Br -2.001946 5.731623 2.698585 0.0 0.0 0.0
Br -1.851907 8.788084 3.548199 0.0 0.0 0.0
H -0.410640 7.494644 2.016015 0.1 0.0 0.0
C 4.363649 5.898837 1.393116 -0.1 0.1 0.3
Br 6.160734 6.157285 2.031936 0.0 0.0 -0.1
Br 3.910267 7.156579 0.011333 0.0 0.0 -0.1
Br 4.051751 4.095332 0.834395 0.2 0.1 -0.2
H 3.695456 6.093080 2.221829 0.0 0.0 0.0
C -1.157993 -2.406383 -5.464034 0.0 0.0 -0.1
Br -0.506156 -4.083995 -4.786114 -0.1 0.1 0.0
Br -1.959945 -1.318207 -4.095156 0.0 0.0 0.1
Br 0.214391 -1.446588 -6.409026 -0.1 -0.1 0.1
H -1.937006 -2.638159 -6.175853 0.0 0.0 0.0
C -9.156097 5.256588 -2.688094 0.0 0.0 0.0
Br -10.417681 3.993845 -1.973516 0.0 0.0 0.0
Br -7.736626 5.618374 -1.435460 0.0 0.0 0.0
Br -8.476922 4.695108 -4.396322 -0.1 0.0 0.0
H -9.684367 6.185541 -2.843331 0.0 0.0 0.0
C -4.412733 6.316637 -3.367754 0.0 0.0 0.1
Br -2.881476 6.335987 -2.205715 0.0 0.0 0.0
Br -4.209836 7.525356 -4.851124 0.0 0.0 0.0
Br -4.817798 4.533402 -3.954614 0.1 0.0 -0.1
H -5.259883 6.658644 -2.790303 0.0 0.0 0.0
C 2.240792 10.377691 1.550237 0.2 0.0 -0.1
Br 1.806931 8.982662 2.799303 0.6 1.0 -0.6
Br 0.673343 11.033785 0.651854 0.0 0.0 0.0
Br 3.227257 11.794605 2.393367 0.0 0.1 0.0
H 2.883694 9.937726 0.800913 0.0 0.0 0.0
C -7.114715 -1.301957 -5.733454 -0.1 0.0 -0.1
Br -5.346417 -0.554277 -5.661326 0.1 0.0 0.1
Br -7.072526 -3.223861 -5.744793 0.0 0.0 0.0
Br -8.225662 -0.613964 -4.325681 -0.2 0.0 -0.1
H -7.561898 -0.981692 -6.662850 0.0 0.0 0.0
C 2.728714 -12.861137 -3.021820 0.0 0.1 0.0
Br 1.548427 -14.361885 -2.776562 0.0 0.0 0.0
Br 4.239374 -12.950160 -1.838970 0.0 0.0 0.0
Br 3.270088 -12.678437 -4.856463 0.0 0.0 0.0
H 2.172412 -11.971502 -2.764516 0.0 0.0 0.0
C -1.934705 -16.460381 -3.240375 0.0 0.0 0.0
Br -3.228654 -15.460578 -2.223374 0.0 0.0 0.0
Br -2.036144 -18.345461 -2.880126 0.0 0.0 0.0
Br -2.077682 -16.085932 -5.118701 0.0 0.0 0.0
H -0.958271 -16.126889 -2.921554 0.0 0.0 0.0
C -4.939648 -16.470850 1.351579 0.0 0.0 0.0
Br -4.263187 -18.259860 1.174558 0.0 0.0 0.0
Br -6.803678 -16.458979 1.824548 0.0 0.0 0.0
Br -3.886863 -15.431931 2.580275 0.0 0.0 0.0
H -4.852351 -16.003035 0.381793 0.0 0.0 0.0
```
Positions in Å, forces in eV/Å.

Its spin multiplicity is 1. Its HOMO energy is -9.5 eV. As for the largest force on an atom: 0.0278 Eh/bohr. The calculation puts the calculated total energy at -133879.7329 a.u. The HOMO-LUMO gap is 0.332 Ha.